C43H43Br2F6N7NaO4P2S3Se2 as an isolated structure. Source: OMol25; level of theory: the ωB97M-V functional and the def2-TZVPD basis.

Structure (XYZ):
```
113
Properties=species:S:1:pos:R:3:mulliken_charge:R:1
Na -0.3758 0.0924 1.4404 0.583
F -4.7237 2.7328 1.1406 -0.226
C -4.5298 2.4018 2.4248 0.387
F -5.2310 1.2879 2.6718 -0.223
F -5.0355 3.3799 3.1797 -0.237
S -2.7413 2.1386 2.7997 1.370
O -2.3642 1.1677 1.7900 -0.297
O -2.2075 3.4655 2.7653 -0.747
N -2.7152 1.6201 4.2962 -0.828
S -1.4754 -0.4634 4.6742 0.432
O -0.6613 -0.7123 3.4833 -0.087
O -2.8996 0.1536 4.2813 -0.078
C -2.2567 -2.1432 4.9854 0.554
F -3.4193 -2.0819 5.6253 -0.219
F -2.4151 -2.8202 3.8554 -0.181
F -1.3901 -2.8222 5.7617 -0.241
Br 5.0640 -4.8617 3.2618 -0.209
C 3.6001 -3.7834 2.7234 -0.323
C 3.0927 -2.8300 3.5805 -0.711
C 2.0130 -2.0873 3.1217 -0.091
N 1.4676 -2.2232 1.9194 0.599
C 1.9720 -3.1503 1.1037 0.051
C 3.0383 -3.9688 1.4770 -0.783
C 1.3359 -3.3096 -0.2360 0.909
C 2.0266 -3.9378 -1.2676 -0.350
C 1.3933 -4.0621 -2.4857 -0.664
Br 2.2948 -4.9219 -3.9134 -0.196
C 0.1269 -3.5501 -2.6663 -0.546
C -0.4672 -2.9274 -1.5745 0.081
N 0.1088 -2.8183 -0.3817 0.161
H 3.5006 -2.6663 4.5676 0.515
H 1.5625 -1.3396 3.7589 0.030
H 3.4056 -4.7461 0.8252 0.500
H 3.0464 -4.2701 -1.1507 0.308
H -0.3775 -3.5989 -3.6204 0.630
H -1.4482 -2.4728 -1.6606 0.020
Se 3.0660 -0.4597 -1.3279 -0.442
P 1.5791 0.7279 -2.3327 0.557
Se 0.0257 1.6798 -1.1958 -0.391
C 0.8359 -0.2636 -3.6897 0.949
C 1.6743 -0.9741 -4.5468 -0.861
C 1.1440 -1.6863 -5.6102 -0.512
C -0.2309 -1.7062 -5.8206 -0.642
C -1.0696 -1.0126 -4.9616 -0.564
C -0.5365 -0.2888 -3.9003 -0.242
C 2.4051 2.0428 -3.3147 0.551
C 3.7825 2.2025 -3.3250 -0.241
C 4.3650 3.2134 -4.0816 -0.610
C 3.5726 4.0626 -4.8364 -0.407
C 2.1910 3.9032 -4.8324 -0.684
C 1.6104 2.9022 -4.0729 -0.667
H 2.7429 -0.9772 -4.3646 0.378
H 1.8023 -2.2381 -6.2697 0.454
H -0.6436 -2.2673 -6.6508 0.368
H -2.1433 -1.0292 -5.1098 0.472
H -1.1867 0.2546 -3.2264 0.165
H 4.3908 1.5269 -2.7359 0.208
H 5.4414 3.3354 -4.0775 0.389
H 4.0261 4.8510 -5.4247 0.365
H 1.5655 4.5672 -5.4163 0.387
H 0.5328 2.7917 -4.0477 0.352
N -2.5419 -0.6668 -0.9239 0.743
S -3.9464 0.0226 -0.7978 0.075
C -4.8943 -0.3903 -2.2896 0.182
C -4.5164 -1.4878 -3.0457 -0.292
C -5.2172 -1.7896 -4.2021 -0.662
C -6.2820 -0.9883 -4.6026 -0.458
C -6.6401 0.1200 -3.8501 -0.690
C -5.9387 0.4262 -2.6895 -0.120
C -4.8654 -1.0706 0.2915 0.849
C -6.2254 -0.8633 0.4789 -0.508
C -6.9279 -1.6977 1.3302 -0.695
C -6.2692 -2.7302 1.9878 -0.628
C -4.9092 -2.9185 1.7998 -0.535
C -4.1931 -2.0807 0.9520 -0.450
H -1.8585 0.0784 -1.0771 -0.975
H -3.6643 -2.0754 -2.7236 0.172
H -4.9319 -2.6481 -4.7975 0.433
H -6.8230 -1.2235 -5.5107 0.367
H -7.4556 0.7557 -4.1710 0.386
H -6.1935 1.3032 -2.1051 0.516
H -6.7282 -0.0485 -0.0276 0.301
H -7.9864 -1.5364 1.4899 0.393
H -6.8172 -3.3813 2.6575 0.372
H -4.3966 -3.7146 2.3223 0.447
H -3.1266 -2.1909 0.7965 0.526
C 5.1628 2.6040 3.3174 -0.862
N 4.8544 1.5684 2.2384 0.121
C 4.8813 2.2717 0.8635 -0.440
N 4.0112 3.3794 0.8555 0.269
C 4.4135 4.3226 1.8772 -0.926
N 4.3424 3.7586 3.2237 0.178
C 2.9541 3.5217 3.6771 -1.330
P 2.1380 2.0208 2.8895 1.414
C 3.5526 0.8530 2.4874 -0.636
C 2.6080 2.9126 1.1108 -0.477
H 6.2135 2.8708 3.1714 0.315
H 5.0255 2.1066 4.2780 0.439
H 5.6016 0.8768 2.2400 0.388
H 4.5768 1.5194 0.1343 -0.008
H 5.9216 2.5751 0.7111 0.403
H 3.7603 5.1928 1.8361 0.389
H 5.4449 4.6422 1.6865 0.309
H 2.3727 4.4038 3.4027 0.385
H 2.9627 3.4486 4.7644 0.476
H 3.3176 0.3096 1.5685 -0.227
H 3.7384 0.1506 3.3002 0.642
H 1.9505 3.7802 0.9875 0.486
H 2.3535 2.2231 0.3040 -0.565
C 2.0441 1.2141 4.8149 -1.648
H 1.5733 0.2256 4.8074 0.190
H 1.3522 1.8743 5.3537 0.431
H 2.9640 1.1403 5.4208 0.306
```

As for the total energy: -406490.8064 eV. The highest occupied orbital energy is -3.439 eV. The gap between HOMO and LUMO comes out at 5.0 eV. As for the energy relative to the best compared isomer or geometry (same formula, charge and spin): 3.3656 eV. The value obtained for the largest force on an atom is 0.00958 hartree/bohr. As for the charge: -1.

C43H43N4O4P2Zn as an isolated structure. Source: OMol25; level of theory: the ωB97M-V functional and the def2-TZVPD basis.

Structure (XYZ):
```
97
Properties=species:S:1:pos:R:3:mulliken_charge:R:1
Zn 0.3105 -0.1029 -0.1713 1.590
C -1.4359 3.5757 -0.2848 -0.612
C 0.0027 3.8279 -0.7376 -1.234
P 1.0956 2.4315 -0.2280 0.902
C 2.6211 2.7523 -1.1637 0.885
C 3.8675 2.9578 -0.5798 -0.429
C 4.9971 3.0866 -1.3785 -0.892
C 4.8975 2.9759 -2.7551 -0.674
C 3.6593 2.7423 -3.3427 -0.883
C 2.5296 2.6311 -2.5516 -0.765
C 1.3767 2.9334 1.5034 0.659
C 0.7699 2.1787 2.5049 0.160
C 0.8597 2.5606 3.8357 -0.755
C 1.5693 3.7014 4.1773 -0.730
C 2.1652 4.4701 3.1856 -0.907
C 2.0607 4.0979 1.8548 -0.468
C -2.0552 2.3612 -0.9983 -1.535
P -2.0261 0.7209 -0.1225 0.613
C -2.9769 1.0857 1.3859 1.239
C -4.1423 1.8485 1.3188 -0.522
C -4.9017 2.0685 2.4590 -0.743
C -4.5039 1.5285 3.6733 -0.700
C -3.3297 0.7917 3.7538 -0.981
C -2.5670 0.5770 2.6170 -0.184
C -3.1246 -0.1030 -1.3329 0.961
C -4.4631 -0.3992 -1.0942 -0.526
C -5.2432 -0.9535 -2.1006 -0.732
C -4.6952 -1.2189 -3.3481 -0.732
C -3.3553 -0.9458 -3.5854 -0.776
C -2.5746 -0.3938 -2.5799 -0.790
H -2.0301 4.4607 -0.5152 0.431
H -1.4691 3.4470 0.8015 0.237
H 0.3963 4.7459 -0.2996 0.621
H 0.0407 3.9285 -1.8245 0.684
H 3.9674 3.0157 0.4961 0.375
H 5.9599 3.2580 -0.9144 0.435
H 5.7819 3.0616 -3.3726 0.403
H 3.5795 2.6445 -4.4177 0.436
H 1.5678 2.4379 -3.0159 0.321
H 0.2227 1.2835 2.2357 -0.250
H 0.3704 1.9754 4.6040 0.488
H 1.6547 3.9947 5.2152 0.417
H 2.7015 5.3723 3.4503 0.455
H 2.5040 4.7202 1.0869 0.472
H -1.5401 2.1955 -1.9496 0.598
H -3.0991 2.5542 -1.2462 0.969
H -4.4707 2.2663 0.3755 0.425
H -5.8085 2.6557 2.3956 0.461
H -5.1095 1.6796 4.5575 0.431
H -3.0163 0.3771 4.7031 0.517
H -1.6649 -0.0171 2.6758 0.412
H -4.8992 -0.1967 -0.1237 0.484
H -6.2862 -1.1768 -1.9116 0.453
H -5.3112 -1.6352 -4.1343 0.404
H -2.9241 -1.1554 -4.5558 0.487
H -1.5243 -0.1857 -2.7672 0.446
C -4.1746 -4.2591 -0.5413 -0.819
N -4.1918 -3.3639 0.6115 0.014
C -5.4538 -3.1728 1.3163 -0.950
C -3.2026 -2.5172 0.7867 0.264
N -2.3154 -1.7863 0.9399 -0.362
H -4.8472 -3.8944 -1.3219 0.305
H -4.4847 -5.2573 -0.2336 0.349
H -3.1665 -4.3123 -0.9458 0.209
H -6.2220 -2.7990 0.6346 0.288
H -5.3168 -2.4586 2.1243 0.321
H -5.7882 -4.1212 1.7359 0.349
N 2.2493 -6.6672 -1.4916 -0.349
C 1.2979 -6.3720 -0.5726 -0.069
O 0.7467 -7.1946 0.1245 -0.587
C 0.9259 -4.9143 -0.4864 0.587
C 0.5606 -4.1846 -1.6092 -0.959
C 0.1850 -2.8642 -1.4461 -0.452
N 0.1679 -2.2589 -0.2580 1.288
C 0.4979 -2.9714 0.8226 -0.493
C 0.8715 -4.2985 0.7551 -1.160
H 2.5659 -7.6201 -1.5636 0.237
H 2.7607 -5.9530 -1.9776 0.212
H 0.5551 -4.6351 -2.5929 0.549
H -0.1013 -2.2630 -2.3005 0.457
H 0.4572 -2.4518 1.7706 0.496
H 1.1243 -4.8502 1.6499 0.538
O 4.2524 0.4885 2.0744 -0.764
C 4.8535 0.1583 0.9161 0.228
C 6.2365 0.3171 0.8366 -0.549
C 6.9081 0.0067 -0.3283 -0.444
C 6.2217 -0.4781 -1.4423 -0.807
C 4.8520 -0.6093 -1.3815 -0.501
C 4.1523 -0.2945 -0.2137 -0.159
C 2.6838 -0.3525 -0.2162 1.490
O 2.0305 -0.4244 -1.2953 -0.969
O 2.0373 -0.2680 0.8994 -1.073
H 3.3025 0.2790 1.9903 0.368
H 6.7580 0.6774 1.7142 0.481
H 7.9802 0.1522 -0.3738 0.429
H 6.7627 -0.7488 -2.3388 0.443
H 4.2863 -0.9579 -2.2355 0.507
```

As for the total energy: -126432.9425 eV. The highest occupied orbital energy is -10.349 eV. The gap between HOMO and LUMO comes out at 8.2 eV. The value obtained for the largest force on an atom is 0.01533 hartree/bohr. As for the charge: +1.

C43H43N4P2RuS4SbSi as an isolated structure at a distorted geometry. Source: OMol25; level of theory: the ωB97M-V functional and the def2-TZVPD basis.

Structure (XYZ):
```
99
Properties=species:S:1:pos:R:3:mulliken_charge:R:1
Ru -0.2083 -0.1897 0.7699 -2.135
C 2.3194 -0.2626 3.5064 -1.241
Si 1.8054 -0.7194 1.7790 2.003
C 2.0419 -2.5841 1.5461 0.170
C 2.8166 -3.4335 2.3366 -0.587
C 2.9365 -4.7785 2.0267 -0.742
C 2.3055 -5.2969 0.8991 -0.913
C 1.5246 -4.4710 0.1084 -0.390
C 1.3580 -3.1347 0.4639 -0.337
P 0.2763 -1.9844 -0.4696 2.441
C 1.1168 -2.1039 -2.1146 0.130
C 0.4881 -2.6743 -3.2197 -0.496
C 1.1733 -2.8460 -4.4173 -0.712
C 2.4922 -2.4414 -4.5279 -0.719
C 3.1225 -1.8553 -3.4382 -0.831
C 2.4420 -1.6884 -2.2437 0.610
C -1.3072 -2.8432 -0.7460 0.720
C -2.2551 -2.1783 -1.5285 -0.327
C -3.5371 -2.6792 -1.6713 -0.677
C -3.9004 -3.8439 -1.0055 -0.778
C -2.9695 -4.5064 -0.2231 -0.837
C -1.6749 -4.0166 -0.0982 -1.072
C 3.1778 -0.0612 0.6047 0.656
C 4.5039 -0.5013 0.6064 -0.730
C 5.4259 -0.0021 -0.3007 -0.901
C 5.0421 0.9665 -1.2242 -0.866
C 3.7373 1.4322 -1.2330 -0.807
C 2.8183 0.9189 -0.3230 0.349
P 1.0752 1.4634 -0.2007 1.877
C 0.7357 2.1445 -1.8776 0.576
C 1.0525 3.4373 -2.2893 -0.279
C 0.7505 3.8631 -3.5754 -0.752
C 0.1312 3.0001 -4.4680 -0.834
C -0.1711 1.7032 -4.0764 -0.860
C 0.1283 1.2837 -2.7899 0.075
C 1.2641 2.9919 0.8109 0.658
C 2.2903 3.0963 1.7461 -1.108
C 2.3429 4.1715 2.6232 -0.879
C 1.3675 5.1547 2.5848 -0.842
C 0.3434 5.0688 1.6509 -0.748
C 0.2968 3.9973 0.7751 -0.057
H 3.3677 -0.5434 3.6478 0.345
H 1.6968 -0.7720 4.2479 0.146
H 2.2238 0.8084 3.6934 0.311
H 3.3220 -3.0410 3.2117 0.429
H 3.5295 -5.4290 2.6580 0.432
H 2.4141 -6.3442 0.6467 0.405
H 1.0334 -4.8718 -0.7721 0.549
H -0.5396 -3.0030 -3.1479 0.312
H 0.6710 -3.3056 -5.2595 0.449
H 3.0318 -2.5893 -5.4550 0.364
H 4.1526 -1.5304 -3.5122 0.500
H 2.9523 -1.2490 -1.4052 -0.054
H -1.9851 -1.2482 -2.0200 0.420
H -4.2622 -2.1483 -2.2763 0.366
H -4.9114 -4.2216 -1.0842 0.386
H -3.2508 -5.4036 0.3122 0.436
H -0.9698 -4.5293 0.5410 0.428
H 4.8110 -1.2660 1.3122 0.399
H 6.4458 -0.3675 -0.2958 0.371
H 5.7622 1.3610 -1.9304 0.388
H 3.4408 2.1882 -1.9505 0.399
H 1.5340 4.1199 -1.5995 0.464
H 1.0041 4.8701 -3.8817 0.436
H -0.1133 3.3376 -5.4673 0.384
H -0.6416 1.0191 -4.7711 0.469
H -0.1082 0.2732 -2.4756 -0.258
H 3.0561 2.3328 1.7950 0.465
H 3.1457 4.2313 3.3464 0.455
H 1.4023 5.9837 3.2791 0.366
H -0.4309 5.8249 1.6198 0.432
H -0.4992 3.9505 0.0403 0.576
S -3.9826 -1.2786 4.4480 -0.633
Sb -2.2408 -2.1917 5.6266 0.391
S -1.1374 -1.3038 2.4890 0.131
S -0.7679 -3.0491 3.2638 -0.227
S -0.6553 -0.5746 5.9844 -0.675
C -2.6466 1.6243 -0.5306 -0.484
N -3.8998 2.3135 -0.3135 0.347
C -3.8084 3.3846 0.6311 -0.940
N -3.5844 2.6132 1.9665 -0.058
C -2.3632 1.8419 1.7816 -0.936
N -2.4173 0.8049 0.6684 2.180
C -3.5860 -0.0873 0.9153 0.292
N -4.8048 0.6711 1.0578 0.065
C -5.0803 1.4884 -0.1048 -0.791
C -4.6913 1.6616 2.1538 -0.765
H -1.8250 2.3377 -0.5878 -0.021
H -2.6851 1.0679 -1.4701 -0.366
H -4.7222 3.8652 0.9569 0.468
H -2.8694 3.9107 0.7441 0.525
H -2.0532 1.3410 2.7004 0.416
H -1.5629 2.5218 1.4819 0.094
H -3.4201 -0.6472 1.8359 -0.085
H -3.6763 -0.7799 0.0795 -0.650
H -5.9141 2.1368 0.1646 0.407
H -5.3278 0.9531 -1.0246 0.290
H -4.6068 1.1269 3.1017 0.201
H -5.6347 2.2131 2.1566 0.448
```

As for the total energy: -130169.4394 eV. The highest occupied orbital energy (alpha / beta) is -3.438 / -3.406 eV. Its spin multiplicity is 2. The gap between HOMO and LUMO (alpha / beta) comes out at 5.4 / 4.8 eV. As for the energy relative to the best compared isomer or geometry (same formula, charge and spin): 1.3616 eV. The value obtained for the largest force on an atom is 0.10315 hartree/bohr. As for the charge: -1. As for the expectation value of S²: 0.79.

C43H44Br2N4O4PtS as an isolated structure. Source: OMol25; level of theory: the ωB97M-V functional and the def2-TZVPD basis.

Structure (XYZ):
```
99
Properties=species:S:1:pos:R:3:mulliken_charge:R:1
Pt -0.5996 0.1431 0.0287 3.440
C -7.7787 0.8482 -1.2223 -1.534
C -6.5329 1.2315 -0.4731 0.990
C -5.2778 1.0365 -1.0415 -0.903
C -4.1180 1.3717 -0.3630 -0.063
C -4.2133 1.9265 0.9034 -0.150
C -5.4544 2.1218 1.4965 -0.778
C -6.6035 1.7701 0.8077 -0.844
S -2.8352 2.6358 1.7528 1.402
O -3.2006 2.7501 3.1424 -0.740
O -2.4528 3.8302 1.0505 -0.746
N -1.6228 1.5182 1.6150 -0.557
C -0.6191 1.7186 2.5297 -0.676
C 0.7638 2.4784 1.7059 0.599
O 1.3041 3.2536 2.4431 -0.649
O 0.8990 2.0025 0.5826 -0.433
H -7.9850 -0.2196 -1.1176 0.279
H -7.6745 1.0581 -2.2865 0.393
H -8.6461 1.3908 -0.8487 0.411
H -5.2067 0.6288 -2.0429 0.387
H -3.1546 1.2163 -0.8262 0.331
H -5.5087 2.5519 2.4863 0.580
H -7.5711 1.9291 1.2686 0.363
H -0.0889 0.7976 2.7908 -0.201
H -0.8365 2.3406 3.3946 0.792
Br 1.1340 -2.3723 6.2178 -0.125
C 0.9719 -2.5374 4.3462 -0.478
C 0.2989 -3.6127 3.7979 -0.574
C 0.2390 -3.6790 2.4140 -0.370
N 0.7885 -2.7887 1.5991 -0.184
C 1.4366 -1.7599 2.1411 1.312
C 1.5435 -1.5861 3.5218 -0.318
C 2.1462 -0.8364 1.2040 0.173
C 3.3030 -0.2065 1.6425 -0.705
C 4.0327 0.5571 0.7464 -0.191
Br 5.5928 1.4327 1.3215 -0.157
C 3.6133 0.6585 -0.5636 -0.950
C 2.4272 0.0318 -0.9010 -0.300
N 1.6891 -0.6838 -0.0568 -0.399
H -0.1580 -4.3712 4.4161 0.461
H -0.2662 -4.5106 1.9395 0.429
H 2.0639 -0.7430 3.9535 0.355
H 3.6605 -0.3273 2.6540 0.538
H 4.1621 1.2308 -1.2958 0.493
H 2.0227 0.1494 -1.8985 0.493
C -0.7283 2.6347 -4.2309 -0.849
C -0.1786 1.3629 -4.2094 -0.806
C -0.1553 0.6308 -3.0266 -0.071
C -0.6867 1.1407 -1.8414 0.273
C -1.1999 2.4372 -1.8752 0.039
C -1.2306 3.1717 -3.0545 -0.687
H -0.7474 3.2078 -5.1488 0.369
H 0.2393 0.9347 -5.1130 0.437
H 0.2821 -0.3596 -3.0596 0.478
H -1.5490 2.9158 -0.9662 0.335
H -1.6379 4.1750 -3.0443 0.483
C -6.7109 -1.9641 1.8452 -1.477
C -5.2407 -1.7005 2.0277 -0.084
C -4.7318 -1.3167 3.2633 -0.834
C -3.3746 -1.0407 3.4418 0.625
C -2.8615 -0.5505 4.7642 -1.957
C -2.5346 -1.1593 2.3567 0.708
C -3.0033 -1.5330 1.0786 -0.052
C -4.3814 -1.8107 0.9474 -0.157
N -2.1136 -1.5024 0.0409 -0.295
C -2.2562 -2.3735 -1.1400 1.053
C -2.8662 -3.7605 -0.8556 -0.941
C -2.9019 -4.5915 -2.1458 0.348
C -1.4885 -4.7961 -2.6902 -1.553
C -0.8687 -3.4286 -2.9740 0.272
C -1.7013 -2.6895 -4.0245 -1.075
C -3.1241 -2.4971 -3.4966 0.060
C -3.7501 -3.8602 -3.1912 -1.393
C -3.0870 -1.6523 -2.2188 -0.462
C -0.8387 -2.6185 -1.6779 -0.986
H -7.2367 -1.9368 2.7985 0.439
H -6.8814 -2.9411 1.3909 0.339
H -7.1566 -1.2118 1.1942 0.100
H -5.4068 -1.2111 4.1051 0.432
H -3.2888 -1.1131 5.5949 0.524
H -3.1254 0.5016 4.8901 0.291
H -1.7779 -0.6291 4.8189 0.142
H -1.4774 -0.9733 2.4753 -0.313
H -4.8044 -2.0243 -0.0216 0.681
H -3.8802 -3.6943 -0.4704 0.766
H -2.2687 -4.2658 -0.0946 0.094
H -3.3536 -5.5608 -1.9170 0.295
H -1.5223 -5.3987 -3.6024 0.571
H -0.8789 -5.3393 -1.9618 0.520
H 0.1560 -3.5523 -3.3357 0.368
H -1.7204 -3.2571 -4.9593 0.593
H -1.2556 -1.7151 -4.2392 0.163
H -3.7247 -1.9701 -4.2435 0.361
H -3.8076 -4.4577 -4.1052 0.526
H -4.7731 -3.7306 -2.8232 0.529
H -4.1042 -1.4971 -1.8522 0.053
H -2.6472 -0.6707 -2.4161 -0.082
H -0.3606 -1.6588 -1.8413 -0.737
H -0.2552 -3.1310 -0.9124 0.353
```

As for the total energy: -213619.7235 eV. The highest occupied orbital energy (alpha / beta) is -7.127 / -8.348 eV. Its spin multiplicity is 5. The gap between HOMO and LUMO (alpha / beta) comes out at 6.7 / 6.4 eV. The value obtained for the largest force on an atom is 0.01104 hartree/bohr. As for the expectation value of S²: 6.05.